Computed, not measured: a structure of composition C42H42O3P2Sr, with ωB97M-V with the def2-TZVPD basis set.

XYZ file:
```
90
Properties=species:S:1:pos:R:3
Sr -0.39324 1.74238 -0.30748
C -2.11682 0.58951 -3.78671
C -1.79544 -0.71616 -3.16477
C -0.81332 -1.58042 -3.98936
C 0.56134 -0.95292 -4.15329
C 0.96423 0.07512 -3.16814
C 0.55257 1.37873 -3.04318
C -0.03497 2.05359 -4.25420
C -1.32093 1.31778 -4.79637
C 2.18575 0.00738 2.45049
H -3.17904 0.89723 -3.74490
H -2.79720 -1.24514 -3.17640
H -1.24718 -1.76403 -4.98747
H -0.76771 -2.58583 -3.54013
H 1.26122 -1.78675 -4.04139
H 0.71372 -0.66533 -5.20301
H 1.89476 -0.29641 -2.70127
H 0.98897 2.12218 -2.35593
H 0.67011 2.12637 -5.12165
H -0.27359 3.11511 -4.02716
H -1.96069 2.11209 -5.21611
H -1.03906 0.70888 -5.69815
H 1.71851 0.95793 2.78895
H 3.07750 -0.21368 3.05813
H 1.43597 -0.78819 2.58597
P -1.63752 -0.88913 -1.32971
P 2.66877 0.01494 0.71573
C 0.00010 -1.13734 -0.32962
C 1.16703 -0.39930 -0.28410
C -2.56623 -2.33881 -0.74072
C -2.75915 -3.53839 -1.45645
C -3.29026 -4.64242 -0.79028
C -3.70426 -4.54309 0.53469
C -3.54107 -3.34514 1.23259
C -2.95832 -2.24638 0.60795
C -2.74285 0.56367 -1.05747
C -2.41790 1.80135 -1.71294
C -2.83908 3.03309 -1.22935
C -3.89819 2.99155 -0.29406
C -4.49644 1.76329 0.04434
C -3.98603 0.53404 -0.38477
C 4.03810 -1.06606 0.33676
C 3.80273 -2.44481 0.49392
C 4.88513 -3.30006 0.67481
C 6.19279 -2.80145 0.59524
C 6.41043 -1.47185 0.21514
C 5.33596 -0.60531 0.04831
C 3.02411 1.70107 0.07676
C 2.73344 2.81273 0.90558
C 2.96753 4.11346 0.44562
C 3.43357 4.34369 -0.85237
C 3.57640 3.26155 -1.72627
C 3.37671 1.95210 -1.27297
H -0.08631 -2.13870 0.13605
H 1.51574 0.10101 -1.25486
H -2.50064 -3.58032 -2.50829
H -3.36429 -5.58376 -1.32660
H -4.13943 -5.40295 1.02062
H -3.84582 -3.26747 2.27597
H -2.81963 -1.32964 1.18624
H -1.59988 1.82973 -2.48195
H -2.33584 3.92686 -1.65151
H -4.27769 3.94497 0.06779
H -5.42325 1.74414 0.60875
H -4.56549 -0.39464 -0.26564
H 2.78383 -2.82065 0.52011
H 4.70469 -4.35066 0.91589
H 7.03738 -3.45238 0.84076
H 7.43031 -1.10992 0.09934
H 5.49365 0.42004 -0.25212
H 2.39667 2.65425 1.93567
H 2.81854 4.95426 1.12742
H 3.70909 5.35561 -1.18497
H 3.87691 3.44053 -2.77017
H 3.52633 1.13796 -1.98152
O -2.06641 2.43384 5.26793
C -1.69156 1.19344 5.60450
C -1.77369 0.83495 6.97641
C -1.40421 -0.43499 7.38360
C -1.03537 -1.39374 6.42514
C -1.01643 -1.05014 5.06861
C -1.29026 0.25141 4.62376
C -1.33024 0.63518 3.16501
O -1.14043 -0.27321 2.30608
O -1.51447 1.87296 2.84406
H -1.94303 2.46258 4.25667
H -2.17809 1.56630 7.67052
H -1.42600 -0.69814 8.44380
H -0.79606 -2.41370 6.73433
H -0.78956 -1.79141 4.29979
```

Results
* HOMO energy (spin up / spin down): -0.1661 / -0.1663 Ha
* LUMO energy (spin up / spin down): -0.00796 / -0.00797 Ha


Computed, not measured: a structure of composition C42H43BCl5LaN6O2Si, with ωB97M-V with the def2-TZVPD basis set.

XYZ file:
```
101
Properties=species:S:1:pos:R:3
La 0.17381 -0.96153 -0.58787
C -4.07318 2.79039 -2.62667
C -3.81571 2.31210 -1.18269
C -5.04542 2.52410 -0.31144
C -3.37840 0.88921 -1.12984
C -3.48286 -0.17699 -0.09037
C -2.71080 -1.22454 -0.58552
N -2.28257 -0.87825 -1.88255
N -2.70282 0.41625 -2.18122
B -1.91469 -1.73028 -3.06521
N -1.64209 -3.16224 -2.51039
C -1.97128 -4.42712 -2.86343
C -1.02330 -5.31108 -2.35724
C -0.05015 -4.45421 -1.75485
N -0.40312 -3.18895 -1.87030
C 1.31740 -4.81438 -1.17881
C 2.27959 -4.43545 -2.31773
C 1.31362 -6.30632 -0.87720
N -0.68268 -1.09871 -3.81548
C -0.77291 -0.25400 -4.93745
C 0.33345 0.55867 -4.95528
C 1.14273 0.17978 -3.78765
N 0.52995 -0.80514 -3.17746
C 2.46377 0.66918 -3.36415
C 3.42918 -0.49973 -3.07186
C 3.01942 1.49919 -4.55009
H -4.38735 3.84600 -2.56186
H -4.86243 2.15841 -3.03415
H -3.17932 2.64529 -3.23934
H -2.91994 2.76900 -0.76596
H -5.83655 1.77704 -0.56577
H -5.43467 3.52870 -0.47559
H -4.78355 2.47274 0.72248
H -3.95287 -0.04330 0.89365
H -2.67313 -2.23280 -0.13682
H -2.82297 -1.83885 -3.87539
H -2.80586 -4.71059 -3.47935
H -0.88557 -6.40080 -2.54231
H 1.48403 -4.17521 -0.31306
H 2.25401 -5.12419 -3.17258
H 3.31373 -4.39163 -1.98604
H 2.00256 -3.45565 -2.67872
H 1.29192 -6.84838 -1.86624
H 0.52999 -6.65507 -0.18445
H 2.23397 -6.60517 -0.37511
H -1.58344 -0.24284 -5.65250
H 0.54327 1.42544 -5.56878
H 2.32904 1.33058 -2.46738
H 3.71899 -0.96711 -4.01936
H 2.94742 -1.27069 -2.39291
H 4.39599 -0.18096 -2.61582
H 3.18465 0.85582 -5.41845
H 3.98511 1.99644 -4.30667
H 2.28512 2.31009 -4.78518
Cl 4.05985 -2.79007 5.41706
C 2.98463 -2.82752 4.09065
C 3.40217 -2.57836 2.76952
Cl 5.02848 -2.52945 2.18785
C 2.41570 -2.44207 1.82200
Cl 2.91524 -2.08903 0.13197
C 1.03307 -2.74810 2.09753
O 0.12596 -2.48748 1.16380
C 0.70178 -3.43408 3.29614
Cl -0.86021 -4.07384 3.48243
C 1.64126 -3.28765 4.29001
Cl 1.18391 -3.91539 5.85566
O 0.15093 0.93326 0.52185
Si 0.24898 1.99127 1.76610
C -0.94771 1.43907 3.11049
C -0.51695 0.57616 4.09817
C -1.43503 -0.09221 4.91493
C -2.77626 0.29450 4.86959
C -3.21458 1.20949 3.89709
C -2.29963 1.79569 3.03825
C -0.45369 3.69002 1.23256
C -0.49721 4.01972 -0.10377
C -0.93673 5.30144 -0.50523
C -1.35525 6.21570 0.46202
C -1.46491 5.82238 1.81795
C -0.95246 4.57521 2.19881
C 1.94933 2.29955 2.63562
C 2.28349 3.45258 3.36801
C 3.57978 3.59146 3.82349
C 4.56397 2.65255 3.55760
C 4.21239 1.49959 2.88762
C 2.90383 1.26272 2.47624
H 0.52600 0.26024 4.12459
H -1.16345 -0.92567 5.57746
H -3.54135 -0.26608 5.50197
H -4.30451 1.47220 3.80159
H -2.61465 2.54378 2.34194
H -0.17728 3.31934 -0.88417
H -0.89128 5.66618 -1.53331
H -1.67092 7.19711 0.17295
H -1.82660 6.47206 2.57657
H -1.03912 4.30718 3.22732
H 1.54849 4.23172 3.55498
H 3.77643 4.39910 4.51888
H 5.61935 2.85812 3.63609
H 4.96392 0.72113 2.73440
H 2.69772 0.33418 1.87319
```

Results
* HOMO energy: -0.3080 Ha
* LUMO energy: -0.00085 Ha


Computed, not measured: a structure of composition C42H43BNiO2P2SiTe, with ωB97M-V with the def2-TZVPD basis set.

XYZ file:
```
93
Properties=species:S:1:pos:R:3
Ni 1.11531 -0.18671 0.82744
C 0.07018 0.82853 3.98631
Si 1.15255 -0.39742 3.10505
C 2.88346 -0.15028 3.74400
C 0.60835 -2.09138 3.65825
H -0.08184 0.54251 5.03435
H -0.91036 0.91996 3.51286
H 0.53114 1.81851 3.96185
H 2.87406 -0.09889 4.83996
H 3.31345 0.77969 3.36770
H 3.54870 -0.97091 3.45563
H 0.94329 -2.21962 4.69349
H 1.02885 -2.90570 3.06221
H -0.47993 -2.19192 3.63523
C 4.11123 -2.59711 0.57180
Te 3.21624 -0.92861 -0.37393
C 4.76788 0.20524 0.51389
C 5.83451 -0.80062 0.87700
C 7.12450 -0.39087 1.20991
C 8.08907 -1.32021 1.55893
C 7.77321 -2.67410 1.58120
C 6.49314 -3.08715 1.25553
C 5.51861 -2.15628 0.90147
H 4.08464 -3.44582 -0.10773
H 3.53862 -2.84064 1.46626
H 4.36377 0.72118 1.38314
H 5.10936 0.94377 -0.20709
H 7.36920 0.66414 1.19306
H 9.08886 -0.99134 1.81042
H 8.52461 -3.40549 1.84820
H 6.24201 -4.14083 1.27362
C -2.32086 -0.11032 0.76191
P -0.84448 -0.59855 -0.16221
C -0.94757 -2.41662 -0.36298
C -1.71528 -3.16653 0.53025
C -1.65144 -4.55270 0.54925
C -0.81137 -5.22532 -0.32439
C -0.01928 -4.49544 -1.19890
C -0.07222 -3.10854 -1.20659
C -0.97587 0.23182 -1.78589
C -1.23761 1.60199 -1.74046
C -1.30227 2.35826 -2.90139
C -1.07679 1.76040 -4.13302
C -0.78792 0.40366 -4.18931
C -0.74027 -0.35511 -3.02764
P -4.07036 -0.26032 0.19133
C -3.97630 -1.36935 -1.25445
C -4.29408 -2.70735 -1.02049
C -4.22603 -3.64716 -2.03985
C -3.87160 -3.24804 -3.32120
C -3.58899 -1.91185 -3.57756
C -3.64003 -0.98104 -2.55061
C -4.38905 1.39314 -0.54357
C -5.26614 1.51355 -1.62143
C -5.61195 2.75807 -2.12948
C -5.10369 3.91460 -1.55744
C -4.26288 3.81493 -0.45810
C -3.91942 2.56930 0.04613
H -2.14380 0.93233 1.03126
H -2.23881 -0.62273 1.72370
H -2.38760 -2.67840 1.22301
H -2.26505 -5.10409 1.24999
H -0.76438 -6.30621 -0.31340
H 0.65870 -5.00444 -1.87223
H 0.60799 -2.57300 -1.85377
H -1.38713 2.09930 -0.79114
H -1.52748 3.41517 -2.83425
H -1.12243 2.34785 -5.04079
H -0.61079 -0.07535 -5.14392
H -0.57381 -1.41632 -3.11891
H -4.59107 -3.01805 -0.02442
H -4.45680 -4.68426 -1.83453
H -3.82674 -3.97441 -4.12268
H -3.31889 -1.59245 -4.57594
H -3.40910 0.05719 -2.76263
H -5.67991 0.62361 -2.08223
H -6.28255 2.82046 -2.97690
H -5.36640 4.88488 -1.95824
H -3.87246 4.70715 0.01458
H -3.27601 2.54050 0.91560
O -0.04265 2.54827 1.28736
B 1.04045 1.73137 0.86392
O 2.00982 2.56883 0.24963
C 1.50515 3.84522 0.29854
C 2.06759 5.00548 -0.17397
C 1.33270 6.18190 0.00393
C 0.09259 6.16838 0.63216
C -0.46365 4.97603 1.10757
C 0.27454 3.83279 0.92154
H 3.03195 5.00329 -0.66322
H 1.73857 7.11892 -0.35264
H -0.45053 7.09534 0.75812
H -1.42493 4.94824 1.60305
```

Results
* HOMO energy (spin up / spin down): -0.2346 / -0.2412 Ha
* LUMO energy (spin up / spin down): -0.00582 / -0.01160 Ha


Computed, not measured: a structure of composition C42H43BrCsFN11O5S2, with ωB97M-V with the def2-TZVPD basis set.

XYZ file:
```
106
Properties=species:S:1:pos:R:3
Cs -0.41079 1.85205 2.66079
C -0.82824 5.12684 6.36161
C -0.37355 3.74006 6.00586
N 0.53092 3.48474 5.14199
N 1.05253 4.52667 4.44599
C 2.03549 4.33970 3.50866
N 2.08917 5.38124 2.62849
S 3.05439 3.03965 3.46131
C -1.01178 2.55203 6.64120
C -1.35945 2.56230 7.98749
C -1.94375 1.43206 8.53501
C -2.17581 0.33894 7.71833
C -1.80342 0.41967 6.38363
N -1.23114 1.49687 5.85028
H -1.31802 5.59818 5.50338
H 0.01740 5.75442 6.65231
H -1.54977 5.11703 7.17303
H 0.60045 5.43164 4.46256
H 1.18931 5.56392 2.18462
H 2.81053 5.23917 1.93740
H -1.15828 3.42989 8.60112
H -2.21325 1.40918 9.58276
H -2.64198 -0.55933 8.09890
H -1.96429 -0.41272 5.70679
C -3.46935 2.47079 -4.49568
C -2.23685 3.35397 -4.36421
N -1.34044 2.91073 -3.29699
C -1.41016 3.52642 -2.08830
C -0.70375 3.19665 -0.97422
C -0.93956 4.12656 0.24524
O -2.00923 4.74462 0.23094
O -0.01916 4.16379 1.10006
C 0.14942 2.04185 -1.03706
O 0.74053 1.52143 -0.07810
C 0.27717 1.42160 -2.36332
C 1.19313 0.37495 -2.52878
C 1.32750 -0.23857 -3.73294
F 2.26448 -1.19293 -3.89761
C 0.53726 0.11773 -4.84036
C -0.35810 1.16101 -4.68723
C -0.48041 1.84065 -3.45902
N 0.74034 -0.56120 -6.05910
C 0.66973 -2.01284 -6.05856
C -0.74316 -2.50391 -6.33073
N -1.21892 -1.91701 -7.64101
C -1.16964 -0.41218 -7.62755
C 0.25736 0.01329 -7.28851
H -4.10667 2.82957 -5.30430
H -4.04789 2.48960 -3.57235
H -3.20078 1.43194 -4.69683
H -2.53233 4.37243 -4.12197
H -1.67558 3.41172 -5.29794
H -2.10783 4.35152 -2.00455
H 1.82598 0.08605 -1.69957
H -0.96892 1.46926 -5.52072
H 0.98786 -2.42129 -5.10312
H 1.35348 -2.40691 -6.81985
H -1.43766 -2.16854 -5.56090
H -0.79498 -3.58725 -6.41292
H -2.16443 -2.23892 -7.84648
H -0.61930 -2.26393 -8.39383
H -1.88602 -0.09241 -6.87210
H -1.48657 -0.05619 -8.60658
H 0.31273 1.09927 -7.24946
H 0.91918 -0.30676 -8.10297
C 2.46346 -0.09854 4.83514
O 1.84212 -0.34956 3.57818
C 2.46669 -1.18254 2.71666
C 3.65099 -1.85484 2.97170
C 4.12261 -2.77025 2.03219
Br 5.72900 -3.69746 2.40734
C 3.43942 -3.04701 0.87093
C 2.25155 -2.35307 0.60659
C 1.80041 -1.39309 1.49780
O 0.64073 -0.71101 1.27562
C 1.43343 -2.75868 -0.54974
N 1.82994 -3.58454 -1.48491
C 0.71663 -3.80055 -2.27182
C 0.54914 -4.64603 -3.36955
C -0.71431 -4.74154 -3.92496
C -1.79693 -4.00098 -3.41861
C -1.64654 -3.14222 -2.34350
C -0.37647 -3.06787 -1.77821
N 0.11096 -2.40253 -0.68015
H 3.43007 0.38772 4.70466
H 2.58320 -1.02992 5.39708
H 1.79932 0.58040 5.36316
H 4.20127 -1.68934 3.88540
H 3.78597 -3.79009 0.16795
H 0.80026 0.03341 0.64263
H 1.37985 -5.23396 -3.73732
H -0.88484 -5.43535 -4.74041
H -2.78107 -4.13581 -3.85285
H -2.48474 -2.59661 -1.92919
H -0.38091 -1.78236 -0.04707
S -2.46652 -1.76800 2.14614
C -1.24717 -2.51919 2.98739
N -0.54374 -3.55111 2.39544
C 0.46728 -4.21645 2.98862
C 0.81829 -3.88774 4.25725
C 0.06285 -2.85516 4.85371
N -0.91080 -2.20810 4.27056
H -0.82297 -3.78260 1.45227
H 0.95256 -4.98526 2.40333
H 1.62214 -4.38901 4.77173
H 0.28178 -2.55393 5.87484
```

Results
* HOMO energy: -0.3471 Ha
* total charge: +1
* LUMO energy: -0.11432 Ha


Computed, not measured: a structure of composition C42H43ClP2Sn, with ωB97M-V with the def2-TZVPD basis set.

XYZ file:
```
89
Properties=species:S:1:pos:R:3
Sn 1.98805 -1.54980 5.22296
C -2.70056 0.14704 5.61793
C -2.71518 -0.12022 4.30576
C -2.86503 0.86862 3.17797
C -1.54671 1.41387 2.58087
C -0.53455 1.90484 3.56995
C -0.79486 2.43770 4.77080
C -2.13440 2.65832 5.39719
C -2.67655 1.49381 6.26496
C 3.04836 0.15549 4.27375
H -2.75362 -0.67731 6.33703
H -2.68350 -1.16296 3.96565
H -3.52220 1.70450 3.44629
H -3.38373 0.34072 2.35986
H -1.11189 0.62465 1.94388
H -1.81028 2.25296 1.91465
H 0.50121 1.87301 3.20090
H 0.04445 2.78688 5.39083
H -2.88102 2.94307 4.64880
H -2.01265 3.52017 6.07489
H -2.06838 1.44023 7.18149
H -3.69153 1.76711 6.60320
H 3.99679 0.41644 4.75777
H 2.36244 1.01062 4.28229
H 3.24133 -0.19470 3.24973
P 0.19528 -2.23096 -4.44448
P 2.14411 0.41022 -4.69769
C -0.41356 -0.63805 -5.06535
C 0.40364 0.44219 -5.19883
C -0.64445 -3.41438 -5.58754
C -1.81764 -3.11096 -6.29210
C -2.42239 -4.07523 -7.10787
C -1.85141 -5.34374 -7.24164
C -0.65179 -5.63851 -6.57822
C -0.03926 -4.67707 -5.77394
C -0.81318 -2.35185 -2.90380
C -0.44912 -1.49345 -1.84644
C -1.18796 -1.49879 -0.66276
C -2.28476 -2.36343 -0.52524
C -2.62381 -3.23859 -1.56475
C -1.87598 -3.25086 -2.74711
C 2.82139 1.17516 -6.26875
C 2.76926 0.38164 -7.43259
C 3.11960 0.91909 -8.67218
C 3.54244 2.25182 -8.76566
C 3.63398 3.03314 -7.61064
C 3.29614 2.49144 -6.36340
C 2.22274 1.85333 -3.56390
C 3.35887 1.94495 -2.73191
C 3.53050 3.05839 -1.91107
C 2.56018 4.07212 -1.89081
C 1.41144 3.95682 -2.68058
C 1.22832 2.83685 -3.50118
H -1.48453 -0.56668 -5.29546
H 0.06531 1.36180 -5.70084
H -2.27604 -2.12814 -6.21220
H -3.34544 -3.82761 -7.63440
H -2.33479 -6.09915 -7.86414
H -0.19687 -6.62334 -6.68911
H 0.90731 -4.89903 -5.27722
H 0.40837 -0.82553 -1.96614
H -0.90747 -0.83035 0.15459
H -2.87018 -2.35423 0.39753
H -3.47229 -3.91681 -1.45837
H -2.12562 -3.94957 -3.54879
H 2.42854 -0.65329 -7.36521
H 3.06206 0.30188 -9.56990
H 3.80238 2.67530 -9.73713
H 3.96791 4.06991 -7.67518
H 3.38411 3.11494 -5.47266
H 4.09908 1.14091 -2.74218
H 4.41897 3.13491 -1.28211
H 2.69596 4.94297 -1.24618
H 0.64521 4.73466 -2.65762
H 0.31749 2.73500 -4.09018
Cl 0.36292 2.30435 8.37022
C -0.15899 0.71123 8.75906
C -0.96719 0.54097 9.87944
C -1.46413 -0.73378 10.17933
C -1.17590 -1.79545 9.32020
C -0.36774 -1.61460 8.19478
C 0.27251 -0.38309 7.96095
C 1.36150 -0.13564 6.96724
H -1.19193 1.39666 10.51310
H -2.05635 -0.88070 11.08334
H -1.58135 -2.78364 9.54831
H -0.17750 -2.44167 7.50114
H 2.35742 0.00219 7.43166
H 1.13867 0.71831 6.31518
```

Results
* HOMO energy (spin up / spin down): -0.4696 / -0.4778 Ha
* total charge: +2
* LUMO energy (spin up / spin down): -0.29988 / -0.31558 Ha